The following is a DFT calculation (ωB97M-V with the def2-TZVPD basis set) of a structure of composition C34H42AsN3O2PRuS.

Results
HOMO (alpha / beta): -12.72 / -13.82 eV
ΔE to the lowest compared entry with this formula, charge and spin: 0.466 eV
Multiplicity: 6
Frontier orbital gap (alpha / beta): 8.2 / 6.4 eV
<S²>: 8.79
Charge: +2

Atoms and positions in Å:
Ru: -0.40502 0.01119 0.08121
O: 0.62314 1.86513 1.46017
C: 1.65233 1.25048 2.25859
C: 1.17170 0.94757 3.67380
C: -0.18680 0.23135 3.68526
C: -0.15269 -1.20988 3.25578
C: 0.25032 -2.21421 4.13181
C: 0.16210 -3.53729 3.73723
C: -0.32695 -3.83416 2.47153
C: -0.68149 -2.78610 1.64723
N: -0.58767 -1.50257 2.02137
H: 0.23760 2.59080 1.96568
H: 2.53009 1.89960 2.29102
H: 1.92687 0.33840 1.72502
H: 1.07071 1.88851 4.22002
H: 1.93038 0.35521 4.19031
H: -0.85734 0.76141 3.01181
H: -0.60466 0.28606 4.69144
H: 0.59623 -1.95580 5.12456
H: 0.44934 -4.33289 4.41253
H: -0.43694 -4.85506 2.13385
H: -1.05993 -2.97215 0.64915
S: 1.80133 1.02439 -1.17215
C: 1.55833 2.27214 -2.31909
C: 2.68358 2.86798 -2.92276
C: 2.51348 3.83952 -3.88507
C: 1.23041 4.23459 -4.25340
C: 0.10967 3.65968 -3.65429
C: 0.25699 2.67637 -2.69588
As: -1.24180 1.74526 -1.87043
C: -2.74048 2.61771 -2.76993
C: -3.48565 1.98867 -3.75865
C: -4.56070 2.65444 -4.33141
C: -4.89288 3.93445 -3.91248
C: -4.15055 4.56187 -2.91983
C: -3.07864 3.90092 -2.34254
C: -1.08178 0.05908 -2.86225
C: -0.52531 0.02190 -4.13768
C: -0.30225 -1.19087 -4.77097
C: -0.61275 -2.38397 -4.13027
C: -1.18055 -2.36135 -2.86763
C: -1.42475 -1.14577 -2.23929
H: 3.67285 2.54921 -2.62242
H: 3.37731 4.28595 -4.35849
H: 1.09910 4.98814 -5.01866
H: -0.88212 3.97694 -3.95012
H: -3.22151 0.99101 -4.08800
H: -5.14309 2.17314 -5.10586
H: -5.73308 4.44765 -4.36070
H: -4.41383 5.55983 -2.59551
H: -2.48588 4.37715 -1.56792
H: -0.27835 0.94750 -4.64327
H: 0.11691 -1.20322 -5.76850
H: -0.43567 -3.32825 -4.62735
H: -1.45506 -3.28763 -2.37881
H: -2.00102 -1.14230 -1.31487
N: 1.22247 -1.67693 -0.20664
C: 2.20881 -2.13659 0.20330
N: 3.31597 -2.67365 0.61986
C: 3.70223 -2.61522 2.03627
C: 5.18026 -2.25259 2.10925
O: 5.94372 -3.19369 1.39006
C: 5.61344 -3.20727 0.01498
C: 4.14625 -3.56964 -0.19700
H: 3.55586 -3.60279 2.48284
H: 3.08529 -1.88686 2.55931
H: 5.52449 -2.28317 3.14181
H: 5.33600 -1.24206 1.70673
H: 6.24927 -3.95810 -0.44859
H: 5.82175 -2.22847 -0.43556
H: 3.97531 -4.59963 0.12754
H: 3.87730 -3.47263 -1.24685
C: -3.47133 0.87103 2.55374
P: -2.98983 0.13404 0.94681
C: -3.82864 -1.49167 1.05913
C: -4.13996 1.00851 -0.17829
H: -4.55694 0.82772 2.64475
H: -3.15406 1.91220 2.61008
H: -3.02840 0.31049 3.37621
H: -4.86158 -1.32668 1.36607
H: -3.33823 -2.12747 1.79524
H: -3.82553 -1.99507 0.09144
H: -5.16283 0.87207 0.17408
H: -4.05677 0.60496 -1.18820
H: -3.91060 2.07263 -0.20874

Atoms 1-3, force components in eV/Å:
-0.133 0.218 0.460
0.045 -0.276 0.037
0.125 0.049 0.284

The following is a DFT calculation (ωB97M-V with the def2-TZVPD basis set) of a structure of composition C18H14PPtS4.

Results
HOMO (alpha / beta): -11.65 / -11.66 eV
Frontier orbital gap (alpha / beta): 5.7 / 5.7 eV
Charge: +1

Atoms and positions in Å:
Pt: 2.12393 -0.71699 -1.09048
S: 3.54239 -1.81760 0.37740
S: 4.85670 -2.91923 -0.58416
S: 4.58048 -2.79542 -2.56115
S: 3.06497 -1.65591 -2.99878
C: -3.16694 -3.06551 -0.45987
C: -2.96385 -2.08524 -1.42072
C: -1.93314 -1.17023 -1.26981
C: -1.11362 -1.23325 -0.14614
C: -1.31668 -2.22155 0.81749
C: -2.34430 -3.13438 0.65640
P: 0.25929 -0.08278 0.03403
C: 0.28355 0.49663 1.73352
C: -0.92435 0.79286 2.36634
C: -0.91681 1.30138 3.65423
C: 0.28736 1.51111 4.31354
C: 1.48916 1.21766 3.68519
C: 1.48811 0.71281 2.39385
C: 0.13301 1.22667 -1.18809
C: -0.62314 2.36400 -1.42404
C: -0.28751 3.12523 -2.53365
C: 0.77394 2.75057 -3.35752
C: 1.53209 1.61145 -3.11372
C: 1.19922 0.83183 -2.01189
H: -3.97127 -3.77921 -0.57784
H: -3.60909 -2.03170 -2.28685
H: -1.76794 -0.40662 -2.01935
H: -0.68308 -2.26618 1.69566
H: -2.50832 -3.89841 1.40423
H: -1.86646 0.61722 1.86119
H: -1.85303 1.53125 4.14473
H: 0.28804 1.90438 5.32118
H: 2.42722 1.38253 4.19730
H: 2.42953 0.50021 1.89888
H: -1.43489 2.65433 -0.76915
H: -0.84710 4.02206 -2.76151
H: 1.01740 3.36974 -4.21156
H: 2.35512 1.35630 -3.76892

Atoms 1-3, force components in eV/Å:
0.557 -0.579 -0.378
-0.121 -0.137 0.037
-0.125 0.052 0.178

The following is a DFT calculation (ωB97M-V with the def2-TZVPD basis set) of a structure of composition C44H37N6O7PSScSe.

Results
HOMO: -5.62 eV
ΔE to the lowest compared entry with this formula, charge and spin: 0.000 eV
Frontier orbital gap: 7.6 eV
Charge: -1

Atoms and positions in Å:
Sc: -0.51422 0.47976 -1.42803
O: -0.87003 -1.29358 -2.34698
C: -1.91831 -2.08185 -2.34062
C: -2.20331 -2.85200 -3.48671
C: -3.30099 -3.68004 -3.55208
C: -4.16835 -3.78113 -2.46616
C: -3.89667 -3.05085 -1.32867
C: -2.78319 -2.20956 -1.22701
C: -2.50460 -1.52396 0.03123
N: -1.52128 -0.67720 0.29098
C: -1.61717 -0.33519 1.61893
C: -2.66503 -0.98397 2.17827
N: -3.22130 -1.72894 1.16350
H: -1.51880 -2.75621 -4.32037
H: -3.49259 -4.24799 -4.45448
H: -5.04312 -4.41569 -2.51118
H: -4.58859 -3.13273 -0.49807
H: -0.94968 0.39015 2.04949
H: -3.08637 -0.95036 3.16582
H: -4.00715 -2.34544 1.25084
C: 5.54983 -0.09301 3.72441
C: 5.23416 -0.74314 2.53661
C: 4.13144 -0.34889 1.79774
C: 3.31920 0.70751 2.22168
C: 3.65177 1.35672 3.40667
C: 4.75552 0.95854 4.15250
P: 1.81094 1.08144 1.23456
C: 1.36529 2.76799 1.78896
C: 0.65680 2.89254 2.98411
C: 0.16697 4.12179 3.39711
C: 0.35670 5.24402 2.60222
C: 1.04627 5.12953 1.40414
C: 1.55235 3.90089 1.00375
C: 2.53786 1.32340 -0.42761
C: 3.83601 1.82561 -0.56798
C: 4.41854 1.92881 -1.81808
C: 3.69789 1.51518 -2.93166
C: 2.40081 1.04702 -2.78067
C: 1.75599 0.94104 -1.53401
H: 6.41181 -0.39991 4.30333
H: 5.85202 -1.55915 2.18187
H: 3.90436 -0.85358 0.86424
H: 3.05601 2.19328 3.74899
H: 4.99635 1.48379 5.06890
H: 0.46168 2.01045 3.58658
H: -0.38998 4.19654 4.32293
H: -0.05158 6.20023 2.90451
H: 1.16568 5.99224 0.76051
H: 2.05949 3.81611 0.05123
H: 4.39913 2.13137 0.30744
H: 5.42358 2.32024 -1.92175
H: 4.14618 1.56503 -3.91824
H: 1.87499 0.74487 -3.68064
O: -1.18319 6.52052 -1.26200
C: -1.80519 6.65995 -2.52006
N: -1.79083 5.41169 -3.23978
C: -1.01047 5.14906 -4.30908
O: -0.49003 5.98081 -5.03578
C: -0.82563 3.67161 -4.52740
C: -0.86630 3.09864 -5.78817
C: -0.77494 1.71996 -5.89845
C: -0.63680 0.96473 -4.74456
N: -0.54418 1.51715 -3.53888
C: -0.62534 2.84178 -3.43494
H: -1.57788 5.74311 -0.83242
H: -1.25007 7.39867 -3.09395
H: -2.84194 6.98897 -2.39894
H: -2.17499 4.63021 -2.70680
H: -0.98393 3.73241 -6.65815
H: -0.82694 1.22964 -6.86057
H: -0.59475 -0.11779 -4.77051
H: -0.53094 3.25667 -2.43754
O: -2.60788 1.21925 -1.61818
Se: -2.46404 2.40026 -0.45293
O: -3.37234 2.12611 0.83772
O: -0.81880 2.18699 -0.16019
O: -2.65982 3.88493 -1.08964
S: -1.97476 -4.48876 2.97358
C: -0.64457 -3.94088 1.93263
C: -0.71738 -4.08933 0.56240
C: 0.31546 -3.56801 -0.20839
N: 1.38290 -2.96665 0.30066
C: 1.45131 -2.85504 1.62917
C: 0.46150 -3.31052 2.48481
C: -1.40359 -6.06462 3.51215
C: -2.19070 -6.75247 4.43493
C: -1.77903 -8.00049 4.86281
N: -0.66109 -8.60013 4.45307
C: 0.08020 -7.92990 3.57679
C: -0.23660 -6.67579 3.07406
H: -1.56380 -4.57207 0.09273
H: 0.26393 -3.62332 -1.28974
H: 2.32211 -2.35165 2.03291
H: 0.54481 -3.16276 3.55323
H: -3.10650 -6.31887 4.81577
H: -2.38036 -8.54958 5.57951
H: 0.98992 -8.41850 3.24402
H: 0.42011 -6.19770 2.36109

Atoms 1-3, force components in eV/Å:
-0.253 -0.029 0.234
-0.081 0.133 0.078
0.046 0.041 -0.052

The following is a DFT calculation (ωB97M-V with the def2-TZVPD basis set) of a cluster of 11 separate species, C38H58Br20F10N4O2S in total at a distorted geometry.

Results
HOMO: -8.60 eV
Frontier orbital gap: 6.6 eV
Charge: 0

Atoms and positions in Å:
C: -2.05721 -3.65396 2.40784
N: -1.17071 -3.05940 1.33449
C: -1.08370 -3.93197 0.10147
C: -2.36765 -3.49206 -0.87665
N: -3.61927 -4.30759 -0.69653
C: -4.63933 -3.76257 -1.65570
C: -6.14572 -4.48896 -1.60466
C: -7.40875 -4.05680 -2.56779
C: -8.83958 -4.84869 -2.35424
C: -9.42639 -4.30995 -0.88342
C: -9.54451 -2.67099 -0.79840
C: -8.74027 -2.03401 0.52052
N: -7.23638 -1.94529 0.30634
C: -7.19740 -2.86508 -3.68967
C: -5.70808 -2.15153 -3.72693
F: -5.50021 -1.04805 -4.69486
C: -4.46465 -2.56255 -2.73912
N: -3.17832 -1.80215 -2.86029
C: -2.11323 -2.25020 -1.89961
S: -0.45995 -1.29829 -2.01056
O: 0.50684 -2.31369 -2.73944
O: 0.19653 -1.07547 -0.60921
C: -0.52513 0.21118 -3.09932
F: -1.01266 -0.27202 -4.44759
F: 0.90022 0.63640 -3.36754
C: -1.51913 1.41265 -2.66457
F: -2.96990 1.19604 -3.02858
F: -1.11817 2.61616 -3.48739
C: -1.50514 1.89587 -1.11149
F: -2.54619 2.99268 -1.02524
F: -2.01719 0.86255 -0.13364
C: -0.11514 2.61583 -0.59793
F: 1.09354 1.76852 -0.67116
F: 0.09663 3.98818 -1.19429
F: -0.33207 2.88808 0.87337
H: -2.68382 -2.76447 2.88147
H: -2.73668 -4.47038 1.91055
H: -1.35527 -4.05076 3.25658
H: -0.20406 -2.85114 1.67388
H: -0.05367 -3.76728 -0.42869
H: -1.21096 -5.06929 0.42297
H: -6.33340 -5.36543 -0.84371
H: -8.64035 -5.99580 -2.23170
H: -9.56190 -4.57218 -3.24509
H: -10.47499 -4.76521 -0.63202
H: -8.65592 -4.70039 -0.06208
H: -10.68978 -2.43379 -0.59402
H: -9.25412 -2.10556 -1.78141
H: -9.12277 -0.93698 0.69783
H: -8.93757 -2.66639 1.49385
H: -6.75466 -2.79750 0.68782
H: -7.01953 -1.82529 -0.72079
H: -8.08291 -2.55369 -4.42308
Br: 1.14722 4.75932 -3.74739
C: 2.64173 5.99053 -3.98083
C: 3.44693 6.12080 -2.70863
Br: 2.53697 7.25805 -1.41090
H: 2.22307 6.93867 -4.32895
H: 3.24877 5.55256 -4.77778
H: 4.39945 6.61995 -2.90494
H: 3.63760 5.16368 -2.21564
Br: 6.45008 4.06214 -2.09842
C: 7.05145 4.81869 -0.40434
C: 7.06414 6.32905 -0.45363
Br: 8.60519 6.98964 -1.45076
H: 8.03093 4.38283 -0.18968
H: 6.33071 4.46351 0.33717
H: 7.17559 6.74639 0.55056
H: 6.17365 6.75556 -0.92332
Br: 3.96082 3.30460 0.63110
C: 3.21154 4.44366 2.02574
C: 4.27502 4.87694 3.00814
Br: 4.72685 3.43415 4.24089
H: 2.39372 3.88521 2.48914
H: 2.80089 5.30783 1.49658
H: 3.90640 5.68735 3.64244
H: 5.20650 5.19068 2.52919
Br: 0.37917 2.39761 -6.45206
C: 1.02180 3.51335 -7.91700
C: 0.26774 4.82151 -7.97966
Br: -1.50274 4.57871 -8.76192
H: 0.93812 2.91951 -8.83122
H: 2.07876 3.68806 -7.69847
H: 0.77601 5.52789 -8.64123
H: 0.12288 5.28639 -7.00069
Br: 4.92464 -2.11549 4.47815
C: 5.46578 -0.41005 3.70190
C: 6.86602 -0.48528 3.13847
Br: 8.20244 -0.41730 4.55792
H: 5.35182 0.34677 4.48273
H: 4.74050 -0.21693 2.90686
H: 7.07544 0.38391 2.50947
H: 7.05510 -1.39730 2.56579
Br: 0.54722 -7.97847 0.44820
C: 2.04173 -6.74726 0.21476
C: 2.84693 -6.61699 1.48696
Br: 1.93697 -5.47974 2.78469
H: 1.62307 -5.79912 -0.13335
H: 2.64877 -7.18523 -0.58219
H: 3.79945 -6.11784 1.29065
H: 3.03760 -7.57412 1.97996
Br: -13.05390 -3.06857 -1.09816
C: -12.57938 -2.50375 -2.90363
C: -13.41638 -3.21961 -3.93841
Br: -12.79741 -5.05055 -4.20302
H: -11.50566 -2.67423 -3.01979
H: -12.77611 -1.42846 -2.92581
H: -13.31310 -2.74095 -4.91576
H: -14.47631 -3.27602 -3.67603
Br: 11.00075 8.98684 1.94057
C: 10.98770 9.67116 0.11424
C: 11.41815 11.11909 0.06958
Br: 9.98476 12.30014 0.66620
H: 9.98245 9.50440 -0.28214
H: 11.69671 9.04153 -0.43011
H: 11.63020 11.42648 -0.95781
H: 12.28877 11.33265 0.69560
Br: -1.66207 -3.69624 6.44542
C: -1.99242 -5.59516 6.74358
C: -1.46517 -6.42847 5.59843
Br: -2.64701 -6.32770 4.04970
H: -3.06747 -5.71069 6.90592
H: -1.46234 -5.83374 7.66961
H: -1.44318 -7.48703 5.87040
H: -0.47085 -6.12328 5.26127
Br: 10.26591 0.16307 8.67774
C: 9.32094 -1.33893 9.48704
C: 8.19224 -1.81569 8.60244
Br: 6.65694 -0.61702 8.70981
H: 8.98919 -1.01196 10.47622
H: 10.07641 -2.12082 9.60260
H: 7.81959 -2.78551 8.94241
H: 8.46828 -1.88666 7.54686

Atoms 1-3, force components in eV/Å:
0.525 1.017 0.405
0.357 -1.065 -0.735
-0.761 -0.051 0.325

Per-record electronic energy, Ha: -4705.1573 -2747.5437 -6456.0690 -54728.6127